1.
ORCA calculation (the ωB97M-V functional and the def2-TZVPD basis) on a molecular structure, C16H39AsF9N3O9SSr at a distorted geometry.

Geometry as XYZ:
```
79
C16H39AsF9N3O9SSr (the ωB97M-V functional and the def2-TZVPD basis)
Sr -4.18 -15.76 9.53
C -5.51 -17.68 11.89
O -4.78 -16.46 12.16
O -5.71 -17.75 10.51
C -4.72 -18.85 12.60
F -3.49 -18.85 12.25
F -4.55 -18.77 13.90
F -5.20 -20.09 12.46
C -5.14 -15.72 13.34
C -4.16 -14.52 13.33
H -3.12 -14.74 13.09
H -4.39 -13.94 12.43
H -4.32 -13.81 14.15
H -5.09 -16.33 14.24
H -6.17 -15.40 13.20
H -6.50 -17.56 12.32
S -7.17 -16.30 7.35
O -7.59 -17.48 7.98
O -8.27 -15.55 7.80
O -5.93 -15.67 7.86
O -7.22 -16.46 5.88
As -2.86 -14.33 5.67
F -1.27 -13.59 6.31
F -3.33 -14.91 7.34
F -4.34 -15.03 5.04
F -2.33 -13.83 4.01
F -2.05 -15.95 5.46
F -3.60 -12.70 5.98
C -6.58 -12.57 8.28
C -6.10 -12.49 9.79
C -7.17 -11.86 10.65
O -6.91 -12.09 12.00
C -7.74 -11.27 12.81
N -5.96 -13.88 10.23
H -6.74 -11.52 8.04
H -7.56 -13.04 8.21
H -5.91 -13.09 7.60
H -5.09 -12.08 9.89
H -8.12 -12.37 10.58
H -7.34 -10.83 10.31
H -8.78 -11.57 12.72
H -7.80 -10.19 12.70
H -7.62 -11.49 13.87
H -6.76 -14.38 9.88
H -6.16 -13.80 11.22
C -2.39 -11.39 9.74
C -1.95 -12.90 9.84
C -0.71 -13.16 10.67
O -1.07 -12.83 11.99
C 0.01 -12.88 12.96
N -3.09 -13.57 10.37
H -3.24 -11.36 9.06
H -1.64 -10.77 9.26
H -2.53 -10.81 10.65
H -1.86 -13.24 8.81
H 0.08 -12.51 10.28
H -0.52 -14.21 10.47
H 0.56 -11.95 12.80
H 0.61 -13.78 12.84
H -0.32 -12.85 14.00
H -2.95 -13.41 11.36
H -3.84 -12.91 10.23
C 0.25 -17.11 10.54
C -1.09 -16.71 9.87
C -1.68 -17.92 9.02
O -3.12 -17.82 8.88
C -3.73 -18.63 7.91
N -1.95 -16.37 10.98
H 1.14 -17.26 9.93
H 0.06 -18.05 11.06
H 0.47 -16.38 11.32
H -1.11 -15.89 9.16
H -1.59 -18.89 9.49
H -1.30 -18.04 8.00
H -4.82 -18.71 8.00
H -3.38 -19.66 8.04
H -3.59 -18.27 6.89
H -1.94 -16.99 11.78
H -1.56 -15.53 11.37
```

Multiplicity: 1
Energy above the lowest of the compared OMol25 structures with the same formula, charge and spin (kcal/mol): 35.5
Total charge: -2
Molar mass (u): 783.09
Electronic energy (eV): -137092.25177
Frontier orbital gap (eV): 3.03

---

2.
ORCA calculation (the ωB97M-V functional and the def2-TZVPD basis) on 2 unconnected molecules or ions with the total composition C4H9NO at a distorted geometry.

Geometry as XYZ:
```
15
C4H9NO (the ωB97M-V functional and the def2-TZVPD basis)
C 0.61 -1.34 0.65
N -0.64 -1.27 0.66
C -1.35 -1.82 1.82
H 1.22 -0.59 0.15
H 1.24 -2.03 1.23
H -2.19 -1.20 2.11
H -1.66 -2.85 1.67
H -0.65 -1.89 2.66
C 0.84 1.38 -1.79
C 0.00 2.45 -1.18
O -0.98 2.25 -0.51
H 0.46 0.37 -1.73
H 1.04 1.62 -2.84
H 1.87 1.44 -1.42
H 0.20 3.50 -1.49
```

Multiplicity: 1
Energy above the lowest of the compared OMol25 structures with the same formula, charge and spin (kcal/mol): 65.6
Molar mass (u): 87.12
Electronic energy (eV): -7829.47377
SMILES string: C=NC.CC=O
Frontier orbital gap (eV): 10.32

---

3.
ORCA calculation (the ωB97M-V functional and the def2-TZVPD basis) on a molecular structure, C28H44BrClIrN4OP at a distorted geometry.

Geometry as XYZ:
```
81
C28H44BrClIrN4OP (the ωB97M-V functional and the def2-TZVPD basis)
Ir 0.56 -1.02 -2.95
C 0.01 -5.72 -5.93
C -0.36 -4.29 -5.65
C -1.38 -3.60 -6.50
C -1.70 -2.31 -6.24
C -0.99 -1.67 -5.09
Br -1.17 0.37 -4.28
N 0.03 -2.49 -4.30
C 0.23 -3.64 -4.63
H -0.56 -6.12 -6.79
H -0.21 -6.35 -5.04
H 1.10 -5.79 -6.16
H -1.86 -4.12 -7.32
H -2.44 -1.79 -6.84
H 0.96 -4.09 -4.00
C 4.05 -4.07 -0.38
C 3.17 -3.97 -1.61
P 2.16 -2.43 -1.78
C 3.44 -1.13 -1.58
C 2.95 0.25 -2.00
C 1.29 -2.39 -0.16
C 0.13 -1.41 -0.13
H 4.60 -5.01 -0.39
H 3.46 -4.04 0.55
H 4.79 -3.26 -0.33
H 2.49 -4.82 -1.63
H 3.80 -4.05 -2.50
H 4.29 -1.38 -2.22
H 3.81 -1.09 -0.56
H 2.57 0.26 -3.03
H 3.77 0.97 -1.94
H 2.15 0.61 -1.34
H 1.98 -2.16 0.66
H 0.88 -3.39 0.04
H 0.47 -0.37 -0.24
H -0.40 -1.48 0.82
H -0.59 -1.61 -0.93
C -2.15 4.54 2.57
C -1.15 3.93 1.56
C -1.93 3.69 0.25
C -0.12 5.05 1.31
C -0.45 2.60 2.11
O -0.06 2.83 3.48
C -1.30 1.29 2.04
C -2.60 1.14 2.85
C -2.46 1.09 4.35
C -3.20 1.97 5.16
C -3.07 1.93 6.55
C -2.22 1.00 7.14
Cl -2.07 0.95 8.86
C -1.50 0.11 6.36
C -1.63 0.15 4.97
C 0.94 2.28 1.43
N 0.95 1.83 0.07
C 0.87 0.54 -0.38
N 0.99 0.51 -1.68
C 1.21 1.82 -1.99
N 1.21 2.66 -0.95
H -2.59 5.47 2.18
H -1.67 4.81 3.52
H -2.99 3.88 2.79
H -2.34 4.63 -0.14
H -2.78 3.01 0.40
H -1.30 3.27 -0.54
H -0.61 6.00 1.06
H 0.55 4.83 0.47
H 0.50 5.23 2.20
H -0.86 2.90 4.04
H -0.65 0.45 2.33
H -1.57 1.10 0.99
H -3.07 0.18 2.55
H -3.33 1.89 2.54
H -3.88 2.69 4.71
H -3.64 2.62 7.16
H -0.85 -0.63 6.82
H -1.07 -0.57 4.37
H 1.44 1.50 2.02
H 1.62 3.14 1.51
H 0.72 -0.31 0.27
H 1.37 2.18 -3.00
H -0.69 -1.55 -1.88
```

Multiplicity: 6
Total charge: +3
Molar mass (u): 791.24
<S²>: 8.8204
Electronic energy (eV): -132398.56278
Frontier orbital gap (spin up / spin down) (eV): 5.18 / 4.67